(1)
{
  "formula": "C5H39N3O12",
  "method": "the ωB97M-V functional and the def2-TZVPD basis",
  "elements": ["N", "C", "C", "N", "C", "C", "C", "N", "H", "H", "H", "H", "H", "H", "H", "H", "H", "H", "H", "H", "H", "H", "H", "H", "H", "O", "H", "H", "O", "H", "H", "O", "H", "H", "O", "H", "H", "O", "H", "H", "O", "H", "H", "O", "H", "H", "O", "H", "H", "O", "H", "H", "O", "H", "H", "O", "H", "H", "O"],
  "xyz": [[1.823304, -2.730920, -0.598103], [1.702100, -2.420226, 0.854009], [0.240894, -2.425526, 1.406605], [-0.618515, -1.395135, 0.873127], [-2.781861, -1.443180, 2.175545], [-2.114452, -1.784782, 0.855718], [-2.832150, -1.094713, -0.282182], [-3.005147, 0.351957, -0.351173], [1.193270, -2.025048, -1.034372], [1.970496, -3.633434, -0.960146], [2.396244, -3.149116, 1.306152], [2.333490, -1.519787, 1.019516], [-0.045289, -3.459404, 1.288430], [0.186254, -2.278178, 2.508507], [-0.368839, -0.454426, 1.252945], [-3.521973, -0.762512, 2.179891], [-2.093562, -0.822215, 2.793971], [-3.070232, -2.404355, 2.642417], [-2.070457, -2.959356, 0.761387], [-2.549597, -1.452199, -1.202481], [-3.963639, -1.368002, -0.300548], [-2.189861, 0.898939, -0.510343], [-3.250832, 0.697799, 0.646810], [3.678085, 2.450420, -2.041683], [4.379734, 2.100644, -0.643370], [3.570148, 2.539339, -1.039831], [3.862274, -0.430353, -3.544219], [2.888451, -0.024889, -2.349359], [3.442195, 0.260675, -3.032822], [-1.127598, -4.759696, -2.545451], [0.251194, -4.211237, -2.056198], [-0.221747, -5.057096, -1.983471], [-1.589618, -0.321571, 4.292727], [-1.501013, 0.655721, 5.282672], [-1.362464, -0.231781, 5.202601], [0.645248, -0.207850, -3.121238], [0.569237, -0.443246, -1.547041], [1.016324, -0.725942, -2.428261], [2.325028, 1.222932, 1.608022], [1.218644, 0.126146, 2.075302], [1.579586, 1.030226, 2.234616], [-0.663302, 1.523670, 3.175195], [-1.708303, 1.838637, 2.096009], [-1.584790, 1.337652, 2.836248], [-1.183369, 3.654272, -2.882858], [0.152340, 3.198788, -2.144834], [-0.142724, 3.683832, -2.885154], [0.365981, 4.169831, 1.246692], [-1.162420, 4.346658, 1.292224], [-0.458049, 3.933021, 1.676903], [1.693287, 4.902970, -1.073341], [2.447271, 4.056453, -0.076031], [1.819474, 4.644003, -0.088563], [-1.836919, -2.682636, -4.444338], [-2.725197, -3.037746, -3.261281], [-2.111772, -3.431181, -3.817964], [0.557363, 2.012012, 0.293862], [1.391941, 2.513582, -0.838966], [0.632758, 2.450629, -0.513021]],
  "forces_ev_per_a": [[-1.25, 3.95, 1.44], [1.54, -1.06, -0.83], [1.65, 0.53, 1.77], [-0.91, -0.04, -1.89], [3.14, -2.19, 1.49], [1.97, -0.25, 0.36], [-3.65, -0.02, 0.71], [-0.52, 1.06, 3.16], [1.03, -2.22, -0.46], [-0.39, -0.95, -0.08], [-0.92, -0.13, 0.60], [-0.98, 0.21, 0.01], [-0.90, -0.06, -0.66], [0.83, -0.41, -0.12], [-1.08, -1.29, -0.20], [-3.34, 1.83, -0.72], [-0.09, -1.32, -0.36], [-0.03, 0.92, 0.32], [-0.30, 2.44, -0.35], [1.32, -0.66, -2.26], [1.77, -0.40, 0.57], [1.24, 0.05, -0.58], [0.03, -0.81, -2.11], [-0.05, -0.17, 1.96], [-1.42, 0.74, -0.97], [1.43, -0.75, -1.02], [-0.34, -0.42, 0.44], [-1.31, -1.55, 1.16], [1.96, 2.15, -1.79], [3.64, -1.31, 2.09], [-0.04, -0.30, 0.19], [-3.61, 1.68, -2.33], [-0.26, -0.65, -1.04], [-0.53, 3.93, 0.99], [0.81, -3.26, 0.39], [-0.57, 0.88, -0.68], [0.67, -0.36, -2.36], [-0.74, 0.01, 3.05], [-1.10, -0.76, 0.83], [1.03, 0.92, -0.02], [0.15, -0.21, -0.80], [-1.41, 0.09, -0.85], [-0.14, 2.48, -2.96], [1.88, -2.16, 3.74], [3.32, -0.02, 0.23], [-0.13, -1.01, 1.62], [-3.44, 1.14, -1.95], [0.02, 0.39, -0.65], [-2.45, 1.92, -1.79], [2.29, -2.27, 2.40], [0.26, -0.65, 2.63], [5.76, -5.08, -0.07], [-5.58, 6.65, -2.36], [-0.50, -1.77, 1.37], [-1.95, 1.17, 1.71], [2.36, 0.56, -2.98], [0.32, -0.96, 2.06], [10.42, 0.30, -3.48], [-10.89, -0.52, 1.43]],
  "e_lumo_ev": -0.156,
  "homo_ev": -8.821,
  "e_tot_ha": -1280.84813,
  "relative_energy_kj_mol": 648.1,
  "largest_force_ev_per_a": 10.997
}


(2)
{
  "formula": "C4H12NO2",
  "method": "the ωB97M-V functional and the def2-TZVPD basis",
  "elements": ["C", "C", "C", "N", "C", "O", "H", "H", "H", "H", "H", "H", "H", "H", "H", "H", "H", "H", "O"],
  "xyz": [[-0.593286, -1.265601, -0.571876], [-0.831821, 0.087640, 0.110930], [-0.927755, -0.198411, 1.676999], [0.408065, 0.877561, -0.073480], [1.702478, -0.030002, 0.222228], [1.616811, -0.913712, 1.128211], [0.245734, -1.806853, -0.024609], [-1.505294, -1.933373, -0.515865], [-0.375044, -1.119660, -1.628543], [-1.701026, 0.760057, -0.093501], [0.057657, -0.568957, 2.054659], [-1.246470, 0.656696, 2.182353], [-1.611354, -0.998877, 1.809132], [0.412290, 1.654496, 0.575493], [1.775847, -0.332363, -0.839447], [2.531551, 0.629519, 0.557159], [-0.648557, 1.239433, -2.505069], [0.525151, 1.454086, -1.581093], [0.165024, 1.808324, -2.483682]],
  "forces_ev_per_a": [[-1.37, -0.69, 0.25], [1.19, -0.21, 2.85], [1.18, -1.20, -1.71], [1.67, -0.65, 1.39], [-1.96, 3.23, -3.13], [0.95, -2.18, 1.63], [-1.20, 0.51, -0.94], [0.95, 0.80, 0.04], [0.31, -0.22, -0.06], [0.57, -0.97, -0.75], [-1.40, 0.68, -0.22], [-0.53, 1.40, 0.98], [-1.00, -0.64, 0.38], [-0.21, 0.21, 0.08], [1.25, -0.59, 0.45], [-0.08, 0.18, -0.45], [0.95, 0.97, -0.40], [-0.62, 0.86, -1.31], [-0.64, -1.47, 0.92]],
  "e_lumo_ev": [0.813, -2.530],
  "homo_ev": [-9.576, -9.531],
  "e_tot_ha": -364.69769,
  "relative_energy_kj_mol": 163.1,
  "s_squared": 0.755,
  "spin_multiplicity": 2,
  "largest_force_ev_per_a": 4.905
}